Entry 1:
13 unconnected molecules or ions with the total composition C56H149N11O19 in a non-equilibrium geometry, computed with ωB97M-V with the def2-TZVPD basis set.

Cartesian coordinates (Å):
C 4.721 -4.259 0.284
C 3.949 -5.322 0.991
O 3.523 -6.305 0.063
O 3.833 -3.570 -0.583
H 5.531 -4.748 -0.285
H 5.089 -3.528 1.020
H 3.165 -4.907 1.609
H 4.728 -5.835 1.613
H 2.579 -6.463 0.238
H 3.883 -3.991 -1.434
C -0.117 0.511 6.127
C -1.234 1.183 5.392
O -2.368 0.256 5.298
O -0.537 0.330 7.475
H 0.842 1.014 6.002
H 0.083 -0.472 5.690
H -0.907 1.319 4.384
H -1.468 2.169 5.850
H -2.419 -0.070 6.186
H -0.187 -0.490 7.859
C 1.713 -1.898 1.211
O 0.906 -1.327 2.238
C -0.401 -1.917 2.307
C -1.316 -1.657 1.068
N -1.341 -0.200 0.912
C -2.079 0.149 -0.322
C -1.490 -0.473 -1.579
O -0.222 0.013 -1.912
C 0.344 -0.862 -2.867
H 1.872 -2.981 1.401
H 2.699 -1.423 1.229
H 1.220 -1.820 0.230
H -0.794 -1.386 3.139
H -0.351 -2.998 2.439
H -2.323 -2.011 1.344
H -0.995 -2.302 0.263
H -0.382 0.090 0.938
H -2.023 1.241 -0.415
H -3.153 -0.076 -0.222
H -2.211 -0.261 -2.380
H -1.398 -1.577 -1.532
H 1.251 -0.473 -3.275
H -0.433 -0.946 -3.634
H 0.530 -1.902 -2.509
C -4.614 7.632 5.419
O -3.978 6.539 4.818
C -4.647 5.291 5.022
C -3.716 4.238 4.479
N -4.291 2.856 4.630
C -5.236 2.533 3.562
C -4.577 2.293 2.218
O -5.624 2.168 1.253
C -5.072 2.453 -0.016
H -5.478 8.120 4.908
H -3.827 8.338 5.760
H -5.054 7.266 6.354
H -5.631 5.274 4.510
H -4.774 5.231 6.125
H -2.831 4.284 5.113
H -3.375 4.408 3.490
H -3.563 2.157 4.725
H -5.950 3.332 3.407
H -5.904 1.678 3.767
H -3.906 1.407 2.258
H -3.955 3.166 1.914
H -5.942 2.489 -0.674
H -4.420 1.626 -0.365
H -4.457 3.367 -0.138
C 3.629 -0.098 3.529
O 4.654 0.528 2.773
C 5.963 0.355 3.287
C 6.274 1.306 4.448
N 6.619 2.638 4.006
C 5.499 3.454 3.623
C 4.493 3.648 4.698
O 5.220 3.838 5.920
C 4.398 3.752 7.055
H 3.516 0.577 4.412
H 3.828 -1.121 3.824
H 2.691 -0.061 2.986
H 6.530 0.682 2.425
H 6.115 -0.706 3.552
H 7.207 0.904 4.882
H 5.462 1.317 5.173
H 7.045 3.131 4.790
H 5.022 3.007 2.724
H 5.897 4.371 3.230
H 3.871 2.743 4.771
H 3.816 4.487 4.441
H 5.054 3.758 7.940
H 3.741 2.856 7.005
H 3.786 4.667 7.220
C 3.685 4.181 0.083
O 3.181 3.223 -0.731
C 3.155 1.891 -0.150
C 4.175 0.945 -0.721
N 4.047 0.452 -2.061
C 4.364 1.383 -3.115
C 4.289 0.802 -4.515
O 2.976 0.752 -4.920
C 2.837 0.142 -6.211
H 3.351 5.178 -0.261
H 4.771 4.152 0.223
H 3.293 4.083 1.093
H 2.128 1.557 -0.301
H 3.282 1.974 0.932
H 4.139 0.021 -0.153
H 5.159 1.441 -0.596
H 3.246 -0.093 -2.320
H 5.388 1.723 -2.917
H 3.788 2.324 -2.997
H 4.772 -0.189 -4.587
H 4.873 1.419 -5.227
H 3.013 -0.916 -6.101
H 3.512 0.613 -6.938
H 1.847 0.316 -6.566
C -1.294 -5.248 4.386
C -2.397 -6.283 4.655
C -1.979 -7.770 4.508
O -3.115 -8.644 4.645
C -2.726 -10.016 4.500
N -2.952 -6.029 5.996
H -0.453 -5.434 5.076
H -1.690 -4.280 4.664
H -0.960 -5.315 3.339
H -3.214 -6.166 3.944
H -1.311 -8.089 5.313
H -1.489 -7.931 3.521
H -2.271 -10.169 3.524
H -3.638 -10.619 4.578
H -1.934 -10.310 5.179
H -3.501 -6.843 6.262
H -2.159 -6.222 6.604
C 5.191 -3.983 -7.771
C 6.171 -3.122 -7.037
C 5.847 -3.229 -5.611
O 4.597 -2.687 -5.265
C 4.376 -2.921 -3.880
N 7.601 -3.430 -7.122
H 5.320 -3.867 -8.849
H 4.156 -3.742 -7.453
H 5.305 -5.064 -7.562
H 6.076 -2.054 -7.286
H 6.527 -2.678 -4.949
H 5.768 -4.281 -5.338
H 5.135 -2.416 -3.262
H 4.614 -3.982 -3.735
H 3.353 -2.631 -3.609
H 7.991 -3.045 -7.988
H 7.718 -4.431 -7.101
C -1.959 3.296 -2.802
C -0.467 3.663 -2.786
C -0.362 5.159 -2.714
O -1.165 5.814 -3.736
C -0.806 7.187 -3.766
N 0.282 3.098 -1.703
H -2.418 3.731 -3.703
H -2.366 3.688 -1.865
H -1.992 2.205 -2.916
H -0.101 3.307 -3.768
H 0.689 5.497 -2.744
H -0.729 5.386 -1.670
H -1.527 7.671 -4.451
H 0.253 7.402 -4.060
H -1.011 7.678 -2.800
H 1.256 3.376 -1.710
H 0.233 2.075 -1.763
C -0.170 3.179 -6.472
C -1.470 2.422 -6.386
C -2.614 3.358 -6.828
O -3.765 2.576 -7.071
C -4.955 3.190 -6.679
N -1.369 1.165 -7.114
H -0.187 4.199 -6.059
H 0.170 3.201 -7.528
H 0.629 2.648 -5.968
H -1.620 2.159 -5.341
H -2.298 3.871 -7.763
H -2.732 4.088 -6.021
H -5.031 3.219 -5.572
H -5.745 2.531 -7.065
H -4.988 4.213 -7.019
H -1.284 1.347 -8.108
H -2.212 0.654 -6.953
C 0.751 2.622 2.631
C -0.495 3.446 2.634
C -0.123 4.917 2.774
O 0.732 5.274 3.837
C 0.212 5.259 5.145
N -1.279 3.350 1.436
H 1.230 2.870 1.668
H 0.535 1.568 2.445
H 1.453 2.699 3.457
H -1.106 3.317 3.525
H -1.022 5.532 2.980
H 0.370 5.194 1.799
H -0.224 4.312 5.494
H -0.579 6.019 5.177
H 1.047 5.632 5.765
H -1.679 2.415 1.370
H -0.818 3.652 0.581
C -7.223 -1.037 -1.996
C -6.179 -2.140 -2.220
C -4.874 -1.555 -2.670
O -3.905 -2.595 -2.897
C -4.057 -3.267 -4.106
N -6.076 -2.938 -0.980
H -7.316 -0.421 -2.899
H -6.864 -0.310 -1.277
H -8.148 -1.450 -1.625
H -6.574 -2.792 -2.981
H -4.440 -0.938 -1.870
H -4.958 -0.966 -3.566
H -4.777 -4.084 -4.086
H -3.089 -3.657 -4.310
H -4.357 -2.618 -4.918
H -5.607 -2.353 -0.276
H -5.473 -3.709 -1.166
C -3.025 -5.104 0.551
C -2.722 -5.357 -0.967
C -1.495 -6.239 -1.326
O -0.218 -5.772 -0.964
C 0.313 -4.703 -1.693
N -3.931 -5.823 -1.582
H -3.501 -6.025 0.962
H -3.692 -4.235 0.698
H -2.091 -4.945 1.115
H -2.670 -4.317 -1.366
H -1.548 -6.438 -2.423
H -1.596 -7.144 -0.722
H 1.156 -4.394 -1.082
H -0.411 -3.839 -1.672
H 0.486 -4.899 -2.751
H -3.808 -6.043 -2.556
H -4.268 -6.673 -1.116

Output
HOMO energy, eV: -8.141
ΔE to the lowest compared entry with this formula, charge and spin, eV: 0.000
HOMO-LUMO gap, eV: 8.44


Entry 2:
A molecular structure, C30H52As3BrN2O3Pd, computed with ωB97M-V with the def2-TZVPD basis set.

Cartesian coordinates (Å):
Pd -0.465 0.955 0.547
C -3.225 -5.042 4.775
C -2.775 -3.614 5.085
C -1.774 -3.667 6.248
C -4.006 -2.803 5.513
C -2.123 -2.943 3.879
C -1.625 -1.649 3.989
C -1.040 -1.059 2.896
Br -0.314 0.697 3.159
C -0.899 -1.647 1.624
O -0.252 -1.038 0.635
C -1.420 -2.957 1.511
C -1.990 -3.551 2.640
C -1.323 -3.838 0.253
C -2.660 -4.553 -0.008
C -0.226 -4.887 0.484
C -0.986 -3.071 -1.026
H -3.676 -5.482 5.666
H -2.385 -5.674 4.480
H -3.972 -5.065 3.979
H -2.228 -4.150 7.116
H -1.456 -2.669 6.550
H -0.884 -4.233 5.966
H -4.481 -3.264 6.382
H -4.737 -2.755 4.704
H -3.736 -1.780 5.781
H -1.687 -1.099 4.918
H -2.348 -4.563 2.534
H -2.939 -5.247 0.784
H -2.584 -5.132 -0.930
H -3.468 -3.829 -0.125
H -0.454 -5.514 1.348
H 0.736 -4.402 0.661
H -0.129 -5.534 -0.392
H -1.670 -2.235 -1.175
H -1.072 -3.748 -1.880
H 0.026 -2.677 -0.988
C -0.190 -0.319 -2.877
As 0.212 1.166 -1.702
C -0.905 2.520 -2.530
C 1.950 1.906 -2.273
C 3.230 1.172 -2.718
C 2.961 -0.148 -3.443
C 4.289 0.936 -1.615
As 4.125 0.020 0.131
C 2.730 -1.320 -0.168
C 3.115 1.383 1.107
C 3.951 2.138 -3.701
As 3.235 2.927 -5.384
C 2.270 4.492 -4.677
C 1.648 1.871 -5.871
H 0.069 -0.044 -3.898
H -1.259 -0.512 -2.810
H 0.351 -1.212 -2.583
H -0.838 2.432 -3.615
H -0.554 3.503 -2.220
H -1.935 2.381 -2.207
H 2.172 2.664 -1.519
H 1.592 2.445 -3.150
H 2.606 -0.915 -2.758
H 3.890 -0.512 -3.890
H 2.232 -0.039 -4.242
H 4.707 1.903 -1.314
H 5.117 0.411 -2.101
H 3.137 -2.109 -0.802
H 1.816 -0.925 -0.605
H 2.460 -1.753 0.794
H 3.649 2.331 1.024
H 3.071 1.100 2.158
H 2.104 1.525 0.732
H 4.876 1.649 -4.016
H 4.263 3.033 -3.152
H 2.919 5.026 -3.982
H 1.339 4.244 -4.169
H 2.046 5.156 -5.511
H 1.941 0.885 -6.226
H 1.170 2.399 -6.697
H 0.927 1.771 -5.060
C 0.062 6.432 0.307
N -0.757 5.255 0.560
C -2.026 5.376 1.058
C -2.799 4.312 1.314
C -2.261 2.988 1.062
O -2.882 1.945 1.255
N -0.962 2.920 0.590
C -0.191 4.004 0.325
O 0.937 3.925 -0.152
H -0.592 7.285 0.134
H 0.678 6.257 -0.569
H 0.718 6.643 1.153
H -2.362 6.392 1.221
H -3.802 4.407 1.697

Output
HOMO energy, eV: -7.546
ΔE to the lowest compared entry with this formula, charge and spin, eV: 0.451
HOMO-LUMO gap, eV: 7.20


Entry 3:
2 unconnected molecules or ions with the total composition C4H12NP in a non-equilibrium geometry, computed with ωB97M-V with the def2-TZVPD basis set.

Cartesian coordinates (Å):
C 2.537 0.464 -0.955
C 2.905 -1.515 0.575
C -3.696 0.592 0.006
C 2.111 -0.544 0.166
N -0.740 1.038 0.187
P -1.983 0.157 0.281
H 1.915 0.246 -1.915
H 2.419 1.555 -0.564
H 3.657 0.325 -1.111
H 3.780 -1.824 -0.001
H -2.049 -0.900 1.278
H 2.612 -2.282 1.282
H -4.183 1.003 0.989
H -4.354 -0.305 -0.167
H -3.721 1.429 -0.741
H 1.140 -0.395 0.558
H -0.565 1.801 0.846
H -1.786 -0.846 -0.714

Output
HOMO energy, eV: -9.219
ΔE to the lowest compared entry with this formula, charge and spin, eV: 2.892
SMILES: C[PH2]=N.C=CC
HOMO-LUMO gap, eV: 10.10


Entry 4:
2 unconnected molecules or ions with the total composition C22H47N2O3Si, computed with ωB97M-V with the def2-TZVPD basis set.

Cartesian coordinates (Å):
C 1.453 1.120 5.946
C 1.918 1.205 4.482
C 1.232 2.291 3.634
C 0.071 1.846 2.723
C 0.635 1.297 1.398
Si -1.190 0.664 3.483
C -1.481 -0.845 2.370
O -0.228 -1.489 2.104
C -0.076 -2.716 2.792
N -2.817 1.449 3.653
C -3.729 0.763 4.513
C -4.395 -0.461 3.937
O -3.964 1.174 5.616
C -2.670 2.798 4.134
C -3.837 3.703 3.866
O -1.650 3.161 4.652
H 0.858 1.993 6.219
H 2.305 1.079 6.626
H 0.832 0.247 6.144
H 2.986 1.432 4.488
H 1.833 0.227 3.991
H 0.897 3.094 4.291
H 1.988 2.730 2.973
H -0.500 2.746 2.477
H 1.055 2.121 0.812
H -0.156 0.850 0.788
H 1.397 0.537 1.570
H -0.826 0.110 4.800
H -2.151 -1.535 2.894
H -1.980 -0.605 1.424
H 0.948 -3.050 2.631
H -0.774 -3.472 2.414
H -0.239 -2.594 3.868
H -4.407 -0.450 2.850
H -5.403 -0.521 4.343
H -3.862 -1.354 4.274
H -3.926 4.441 4.659
H -4.763 3.141 3.757
H -3.647 4.209 2.916
C 2.092 -2.220 -1.210
C 0.778 -1.447 -1.198
C -0.087 -1.622 -2.452
C 0.580 -1.641 -3.825
N 1.152 -0.361 -4.427
C 0.118 0.392 -5.226
C -0.703 1.144 -4.191
C 0.295 1.465 -3.057
C 1.557 0.668 -3.397
C 2.355 -0.696 -5.285
C 2.116 -1.533 -6.534
C 1.852 -3.029 -6.365
H 2.726 -1.972 -2.066
H 2.668 -1.996 -0.313
H 1.920 -3.298 -1.231
H 0.966 -0.392 -0.993
H 0.187 -1.782 -0.343
H -0.927 -0.928 -2.428
H -0.545 -2.615 -2.397
H -0.145 -1.992 -4.555
H 1.398 -2.356 -3.811
H 0.670 1.074 -5.873
H -0.452 -0.300 -5.839
H -1.516 0.518 -3.828
H -1.158 2.033 -4.622
H -0.110 1.199 -2.083
H 0.538 2.525 -3.023
H 2.051 0.176 -2.567
H 2.286 1.310 -3.890
H 3.079 -1.172 -4.621
H 2.760 0.269 -5.588
H 3.041 -1.420 -7.105
H 1.341 -1.074 -7.151
H 2.536 -3.476 -5.641
H 2.012 -3.533 -7.317
H 0.832 -3.254 -6.059

Output
HOMO energy, eV: -11.415
Net charge: +1
HOMO-LUMO gap, eV: 9.16


Entry 5:
2 unconnected molecules or ions with the total composition C3H9O2S in a non-equilibrium geometry, computed with ωB97M-V with the def2-TZVPD basis set.

Cartesian coordinates (Å):
C 1.989 -1.686 0.132
C -3.286 -0.389 0.317
C 0.771 1.995 -0.575
O -0.456 0.019 0.793
O 1.928 -0.251 -0.041
S 0.849 0.661 0.688
H 2.541 -2.027 -0.713
H 1.061 -2.130 -0.146
H 2.337 -1.869 1.030
H -4.249 -0.606 0.681
H -2.806 0.426 0.732
H -2.823 -1.049 -0.428
H 1.466 2.757 -0.800
H 0.016 2.601 -0.169
H 0.661 1.547 -1.501

Output
HOMO energy (alpha / beta), eV: -14.310 / -12.368
Net charge: +1
ΔE to the lowest compared entry with this formula, charge and spin, eV: 5.091
HOMO-LUMO gap (alpha / beta), eV: 8.55 / 3.67


Entry 6:
C6H6FN in the gas phase in a non-equilibrium geometry, computed with ωB97M-V with the def2-TZVPD basis set.

Cartesian coordinates (Å):
C -0.371 0.821 -0.268
C 0.428 0.736 0.870
C 1.040 -0.452 1.230
C 0.833 -1.584 0.453
C 0.034 -1.535 -0.674
C -0.568 -0.334 -1.034
H -1.755 1.976 -1.176
H -1.069 2.698 0.111
H 0.598 1.591 1.469
H 1.673 -0.518 2.098
H -0.118 -2.423 -1.282
H -1.208 -0.265 -1.939
N -0.937 2.041 -0.658
F 1.419 -2.751 0.800

Output
HOMO energy, eV: -8.125
ΔE to the lowest compared entry with this formula, charge and spin, eV: 0.000
SMILES: Nc1ccc(F)cc1
HOMO-LUMO gap, eV: 9.16


Entry 7:
C3H4O2 in the gas phase in a non-equilibrium geometry, computed with ωB97M-V with the def2-TZVPD basis set.

Cartesian coordinates (Å):
C -0.350 0.420 -2.350
C 0.227 -0.226 -1.033
C -0.254 0.025 0.263
O -1.286 0.104 -3.010
O 0.516 1.320 -2.469
H 1.328 -0.404 -0.984
H -0.808 -0.880 0.770
H -1.053 0.728 0.223
H 0.530 0.230 0.932

Output
HOMO energy (alpha / beta), eV: -10.239 / -10.240
ΔE to the lowest compared entry with this formula, charge and spin, eV: 2.955
HOMO-LUMO gap (alpha / beta), eV: 8.41 / 8.41


Entry 8:
A molecular structure, C3H2O3Rb in a non-equilibrium geometry, computed with ωB97M-V with the def2-TZVPD basis set.

Cartesian coordinates (Å):
C -1.705 0.453 -0.909
C -0.824 1.246 -0.387
O 0.328 1.319 -0.042
C 1.375 -1.405 -0.054
O 0.566 -2.000 -0.678
O 1.948 -1.057 0.910
H -2.762 0.479 -0.650
Rb 2.259 1.633 2.866
H -1.183 -0.670 -1.056

Output
HOMO energy, eV: -12.629
Net charge: +1
ΔE to the lowest compared entry with this formula, charge and spin, eV: 1.742
HOMO-LUMO gap, eV: 8.57


Entry 9:
2 unconnected molecules or ions with the total composition C2H4ClI in a non-equilibrium geometry, computed with ωB97M-V with the def2-TZVPD basis set.

Cartesian coordinates (Å):
C -0.673 -0.504 0.202
C -0.919 0.854 -0.087
Cl -1.102 2.098 1.035
I 2.447 -0.635 0.450
H -0.677 -1.417 -0.501
H -0.280 -0.701 1.197
H 2.404 -0.944 -1.231
H -1.201 1.250 -1.066

Output
HOMO energy, eV: -8.856
ΔE to the lowest compared entry with this formula, charge and spin, eV: 1.547
SMILES: C=CCl.I
HOMO-LUMO gap, eV: 9.02